(1)
A molecular structure, C47H49BrN3O6SSnTe, computed with wB97M-V/def2-TZVPD.

## Properties
HOMO (spin up / spin down): -7.098 / -8.090 eV
E_tot: -5890.57995 Eh
ΔE to the lowest compared entry with this formula, charge and spin: 0.0 kJ/mol
Kohn-Sham gap (spin up / spin down): 7.45 / 7.08 eV
LUMO (spin up / spin down): 0.35 / -1.01 eV
expectation value of S²: 0.7536

```
! wB97M-V def2-TZVPD RIJCOSX def2/J DEFGRID3
* xyz 0 2
Sn 0.534 -0.346 -1.558
C 1.169 -7.758 -4.884
C 1.243 -6.258 -4.763
C 1.017 -5.625 -3.544
C 1.064 -4.245 -3.431
C 1.344 -3.485 -4.560
C 1.593 -4.094 -5.784
C 1.538 -5.475 -5.875
S 1.364 -1.720 -4.491
O -0.005 -1.246 -4.486
O 2.215 -1.277 -5.568
N 1.998 -1.426 -3.019
C 3.160 -0.647 -2.952
C 4.329 -0.907 -3.676
C 5.417 -0.092 -3.478
C 5.340 0.955 -2.561
C 4.157 1.127 -1.880
N 3.081 0.348 -2.068
H 1.016 -8.226 -3.912
H 2.084 -8.163 -5.317
H 0.343 -8.053 -5.534
H 0.805 -6.223 -2.664
H 0.904 -3.764 -2.475
H 1.832 -3.483 -6.644
H 1.740 -5.955 -6.827
H 4.352 -1.731 -4.373
H 6.330 -0.267 -4.034
H 6.173 1.618 -2.384
H 4.045 1.930 -1.165
C -5.764 2.469 -0.361
O -6.067 1.093 -0.542
C -5.029 0.244 -0.719
C -5.393 -1.050 -1.169
C -4.400 -1.907 -1.526
C -3.027 -1.581 -1.379
C -2.024 -2.372 -2.015
C -2.391 -3.502 -2.945
O -0.811 -2.136 -1.880
C -2.669 -0.349 -0.750
O -1.463 -0.027 -0.425
C -3.716 0.586 -0.505
H -6.719 2.987 -0.338
H -5.162 2.842 -1.192
H -5.230 2.639 0.574
H -6.440 -1.295 -1.281
H -4.667 -2.872 -1.937
H -3.249 -3.251 -3.565
H -2.634 -4.401 -2.371
H -1.531 -3.715 -3.574
H -3.433 1.563 -0.140
C 1.156 3.222 -2.060
C 1.060 2.961 -0.566
O 1.507 3.768 0.232
N 0.359 1.814 -0.283
Te 0.053 1.091 1.550
C -1.810 1.888 2.131
C -2.736 0.988 2.661
C -2.568 -0.515 2.738
C -3.932 1.500 3.165
C -4.220 2.853 3.139
C -5.494 3.389 3.734
C -3.296 3.712 2.546
C -2.091 3.255 2.033
C -1.121 4.237 1.427
C 1.311 2.115 2.995
C 2.668 2.239 2.682
C 3.311 1.818 1.390
C 3.536 2.814 3.609
C 3.107 3.255 4.844
C 4.052 3.882 5.834
C 1.769 3.060 5.160
C 0.862 2.480 4.280
C -0.525 2.239 4.838
H 1.373 4.274 -2.223
H 0.238 2.938 -2.572
H 1.962 2.623 -2.481
H -1.604 -0.892 2.404
H -3.325 -0.993 2.111
H -2.720 -0.858 3.763
H -4.656 0.807 3.583
H -6.240 2.603 3.848
H -5.918 4.182 3.117
H -5.303 3.813 4.723
H -3.515 4.774 2.489
H -1.476 5.257 1.567
H -1.007 4.057 0.356
H -0.121 4.155 1.860
H 2.685 1.207 0.743
H 4.219 1.248 1.592
H 3.577 2.714 0.832
H 4.582 2.918 3.336
H 5.064 3.936 5.434
H 4.083 3.305 6.760
H 3.734 4.894 6.090
H 1.413 3.347 6.144
H -0.494 2.355 5.919
H -0.885 1.232 4.631
H -1.265 2.938 4.446
Br 2.812 -3.848 3.804
C 2.198 -2.929 2.265
C 3.094 -2.195 1.511
C 2.626 -1.506 0.395
C 1.280 -1.539 0.036
C 0.406 -2.307 0.805
C 0.860 -3.008 1.915
H 4.138 -2.156 1.791
H 3.336 -0.947 -0.198
H -0.645 -2.341 0.561
H 0.178 -3.603 2.509
*
```

Mulliken population analysis, charges in e, atoms 1 to 99:
1 Sn 1.60
2 C -1.53
3 C 0.99
4 C -0.99
5 C -0.29
6 C 0.14
7 C -0.78
8 C -0.73
9 S 1.48
10 O -0.72
11 O -0.72
12 N 0.27
13 C 0.11
14 C -0.84
15 C -0.65
16 C -1.12
17 C -0.10
18 N 0.39
19 H 0.34
20 H 0.36
21 H 0.33
22 H 0.33
23 H 0.49
24 H 0.51
25 H 0.39
26 H 0.55
27 H 0.41
28 H 0.46
29 H 0.24
30 C -0.46
31 O -0.45
32 C 1.13
33 C -1.37
34 C -0.73
35 C -0.01
36 C 0.34
37 C -1.73
38 O -0.03
39 C -1.04
40 O 0.42
41 C 0.16
42 H 0.29
43 H 0.33
44 H 0.00
45 H 0.45
46 H 0.52
47 H 0.51
48 H 0.33
49 H 0.13
50 H 0.35
51 C -1.52
52 C 0.68
53 O -0.51
54 N 0.15
55 Te 1.39
56 C 0.29
57 C 0.94
58 C -2.06
59 C -0.86
60 C 0.50
61 C -1.88
62 C -1.04
63 C 0.94
64 C -1.14
65 C -0.20
66 C 0.59
67 C -1.33
68 C -0.82
69 C 0.58
70 C -1.68
71 C -0.80
72 C 1.53
73 C -1.36
74 H 0.45
75 H 0.19
76 H 0.15
77 H -0.24
78 H 0.46
79 H 0.53
80 H 0.38
81 H 0.42
82 H 0.39
83 H 0.36
84 H 0.35
85 H 0.54
86 H 0.14
87 H 0.16
88 H -0.67
89 H 0.76
90 H 0.57
91 H 0.38
92 H 0.35
93 H 0.36
94 H 0.35
95 H 0.42
96 H 0.49
97 H 0.12
98 H 0.20
99 Br -0.22

***

(2)
A molecular structure, C3H9BrN2 at a distorted geometry, computed with wB97M-V/def2-TZVPD.

## Properties
HOMO: -8.538 eV
E_tot: -2803.15060 Eh
ΔE to the lowest compared entry with this formula, charge and spin: 32.0 kJ/mol
Kohn-Sham gap: 8.79 eV
LUMO: 0.25 eV

```
! wB97M-V def2-TZVPD RIJCOSX def2/J DEFGRID3
* xyz 0 1
C -0.027 1.699 -0.834
C 0.990 0.521 -0.817
C 0.469 -0.555 0.148
N -1.265 -2.050 0.904
N -0.790 -0.970 0.233
Br 0.976 0.541 2.414
H -0.245 2.142 0.231
H -0.974 1.280 -1.336
H 0.339 2.545 -1.584
H 1.927 0.899 -0.463
H 0.990 0.391 -1.843
H 1.166 -1.419 0.385
H -1.622 -1.865 1.840
H -0.401 -2.717 0.998
H -1.532 -0.442 -0.277
*
```

Just the Mulliken charges please, in e? Sure, here they are:
1 C -1.04
2 C -0.33
3 C -0.14
4 N -0.77
5 N 0.15
6 Br -0.50
7 H 0.26
8 H 0.29
9 H 0.32
10 H 0.29
11 H 0.36
12 H 0.28
13 H 0.27
14 H 0.30
15 H 0.26

***

(3)
9 unconnected molecules or ions with the total composition C45H116N8O14 at a distorted geometry, computed with wB97M-V/def2-TZVPD.

## Properties
SMILES: COC[C@H](C)N.COC[C@H](C)N.COC[C@H](C)N.COCCNCCOC.COCCNCCOC.COCCNCCOC.COCCNCCOC.COCCNCCOC.CC(C)O
HOMO: -8.276 eV
E_tot: -3275.08696 Eh
ΔE to the lowest compared entry with this formula, charge and spin: 378.7 kJ/mol
Kohn-Sham gap: 8.60 eV
LUMO: 0.32 eV

```
! wB97M-V def2-TZVPD RIJCOSX def2/J DEFGRID3
* xyz 0 1
C 15.070 -18.619 -4.222
C 13.936 -19.382 -4.895
C 12.822 -18.433 -5.266
O 14.436 -20.142 -5.992
H 14.855 -18.561 -3.151
H 15.149 -17.604 -4.615
H 16.056 -19.077 -4.297
H 13.587 -20.155 -4.200
H 13.256 -17.579 -5.791
H 12.417 -17.979 -4.358
H 11.995 -18.881 -5.812
H 14.629 -21.064 -5.837
C 18.610 -20.357 4.933
C 19.454 -21.175 3.933
C 20.174 -20.253 2.926
O 20.991 -19.324 3.605
C 21.814 -18.566 2.727
N 20.409 -21.921 4.763
H 17.614 -20.802 5.033
H 18.307 -19.425 4.443
H 19.056 -20.214 5.910
H 18.849 -21.871 3.349
H 19.390 -19.682 2.407
H 20.594 -20.870 2.122
H 22.229 -19.030 1.827
H 22.723 -18.397 3.313
H 21.266 -17.650 2.496
H 21.164 -22.156 4.115
H 20.876 -21.303 5.417
C 15.744 -19.199 1.861
C 16.940 -18.579 1.183
C 16.491 -17.899 -0.123
O 17.522 -17.615 -1.087
C 18.516 -18.593 -1.227
N 17.483 -17.545 2.094
H 16.132 -19.660 2.778
H 15.302 -19.980 1.241
H 14.943 -18.590 2.284
H 17.653 -19.391 1.045
H 16.051 -16.922 0.080
H 15.630 -18.458 -0.514
H 18.214 -19.631 -1.406
H 19.190 -18.601 -0.365
H 19.066 -18.339 -2.136
H 18.188 -16.897 1.758
H 16.725 -16.898 2.287
C 18.792 -14.178 2.632
C 18.396 -13.503 1.336
C 19.566 -13.124 0.421
O 20.217 -14.328 0.069
C 21.516 -14.200 -0.481
N 17.464 -14.358 0.580
H 19.300 -15.128 2.459
H 17.905 -14.354 3.239
H 19.494 -13.605 3.244
H 17.950 -12.548 1.631
H 20.309 -12.469 0.893
H 19.170 -12.641 -0.481
H 22.194 -13.862 0.307
H 21.502 -13.508 -1.328
H 21.783 -15.190 -0.845
H 16.782 -13.721 0.186
H 17.878 -14.888 -0.179
C 16.028 -22.842 1.290
O 17.249 -22.337 0.777
C 17.369 -22.536 -0.623
C 17.963 -23.909 -0.961
N 19.423 -23.868 -0.828
C 19.881 -23.579 0.565
C 21.189 -24.350 0.750
O 21.133 -25.613 0.122
C 22.292 -26.401 0.104
H 16.000 -23.931 1.167
H 15.196 -22.422 0.723
H 15.947 -22.683 2.362
H 17.916 -21.743 -1.129
H 16.368 -22.501 -1.073
H 17.788 -24.001 -2.038
H 17.533 -24.752 -0.413
H 19.869 -24.740 -1.078
H 19.071 -23.826 1.257
H 19.946 -22.496 0.666
H 21.467 -24.563 1.787
H 21.961 -23.706 0.309
H 22.018 -27.421 -0.152
H 22.681 -26.497 1.129
H 23.084 -25.953 -0.499
C 26.275 -21.489 -9.397
O 26.466 -21.606 -8.010
C 25.885 -22.737 -7.420
C 25.184 -22.460 -6.068
N 23.889 -21.927 -6.388
C 23.032 -21.580 -5.257
C 21.757 -20.901 -5.702
O 22.015 -19.529 -5.957
C 20.939 -18.660 -5.705
H 26.884 -20.670 -9.768
H 25.202 -21.418 -9.608
H 26.602 -22.393 -9.928
H 26.452 -23.677 -7.403
H 25.084 -23.038 -8.114
H 25.954 -21.854 -5.560
H 25.167 -23.385 -5.489
H 23.990 -21.109 -6.980
H 23.493 -20.942 -4.493
H 22.745 -22.505 -4.747
H 21.132 -20.934 -4.800
H 21.291 -21.388 -6.560
H 20.584 -18.779 -4.678
H 20.076 -18.849 -6.357
H 21.165 -17.622 -5.941
C 21.256 -20.789 -1.122
O 22.402 -20.104 -0.626
C 23.551 -20.349 -1.431
C 24.602 -19.310 -1.144
N 25.619 -19.525 -2.183
C 26.527 -18.380 -2.343
C 26.011 -17.301 -3.292
O 26.401 -17.401 -4.629
C 26.078 -18.641 -5.201
H 20.972 -20.255 -2.038
H 20.338 -20.778 -0.537
H 21.581 -21.818 -1.279
H 23.187 -20.157 -2.445
H 23.994 -21.341 -1.304
H 25.096 -19.495 -0.185
H 24.164 -18.318 -1.234
H 26.233 -20.295 -1.948
H 27.493 -18.745 -2.696
H 26.748 -17.862 -1.399
H 26.355 -16.353 -2.868
H 24.916 -17.187 -3.245
H 26.664 -19.506 -4.868
H 26.060 -18.775 -6.284
H 25.053 -18.908 -4.908
C 13.894 -21.414 4.357
O 13.051 -20.339 4.027
C 11.970 -20.674 3.182
C 11.074 -19.457 3.127
N 11.667 -18.410 2.310
C 11.035 -17.135 2.102
C 11.747 -16.310 1.052
O 12.489 -17.023 0.049
C 13.291 -16.158 -0.693
H 14.222 -21.913 3.435
H 13.431 -22.257 4.886
H 14.737 -21.032 4.927
H 11.337 -21.557 3.353
H 12.276 -20.989 2.171
H 10.893 -18.996 4.098
H 10.116 -19.788 2.697
H 12.115 -18.761 1.476
H 10.997 -16.544 3.017
H 10.034 -17.290 1.665
H 12.585 -15.839 1.577
H 11.091 -15.540 0.642
H 13.773 -16.663 -1.528
H 14.061 -15.609 -0.131
H 12.833 -15.263 -1.143
C 14.700 -15.053 2.878
O 13.765 -15.593 3.803
C 14.173 -16.702 4.561
C 13.144 -17.054 5.629
N 12.431 -15.837 6.119
C 11.048 -16.120 6.582
C 11.048 -16.692 7.985
O 9.712 -16.884 8.395
C 9.567 -18.029 9.204
H 15.564 -14.773 3.486
H 14.390 -14.239 2.229
H 15.010 -15.862 2.208
H 15.120 -16.470 5.062
H 14.300 -17.600 3.954
H 13.499 -17.636 6.484
H 12.458 -17.792 5.182
H 12.433 -15.364 5.217
H 10.563 -16.829 5.905
H 10.551 -15.152 6.529
H 11.725 -16.098 8.605
H 11.530 -17.673 7.878
H 10.317 -18.192 9.984
H 9.756 -18.905 8.563
H 8.558 -18.159 9.582
*
```

Mulliken population analysis, charges in e, atoms 1 to 99:
1 C -0.92
2 C 0.59
3 C -1.34
4 O -0.59
5 H 0.05
6 H 0.35
7 H 0.33
8 H 0.23
9 H 0.37
10 H 0.28
11 H 0.35
12 H 0.32
13 C -1.36
14 C 1.03
15 C -0.07
16 O -0.44
17 C -0.41
18 N -0.81
19 H 0.27
20 H 0.23
21 H 0.36
22 H -0.07
23 H -0.17
24 H 0.26
25 H 0.18
26 H 0.32
27 H 0.01
28 H 0.27
29 H 0.32
30 C -1.35
31 C 3.12
32 C 0.20
33 O -0.62
34 C -0.18
35 N -0.28
36 H 0.18
37 H 0.39
38 H -0.77
39 H -0.68
40 H -0.70
41 H 0.11
42 H -0.04
43 H 0.38
44 H 0.29
45 H 0.09
46 H -0.17
47 C -0.85
48 C 0.22
49 C -0.93
50 O -0.21
51 C -0.80
52 N -0.20
53 H -0.06
54 H 0.08
55 H 0.45
56 H 0.38
57 H 0.53
58 H 0.31
59 H 0.32
60 H 0.33
61 H 0.14
62 H 0.24
63 H 0.16
64 C -1.04
65 O 0.36
66 C -0.10
67 C -0.98
68 N -0.23
69 C 0.42
70 C -0.55
71 O -0.38
72 C -0.78
73 H 0.36
74 H 0.41
75 H 0.03
76 H -0.41
77 H 0.52
78 H 0.47
79 H 0.33
80 H 0.32
81 H 0.37
82 H -0.81
83 H 0.51
84 H 0.26
85 H 0.25
86 H 0.31
87 H 0.30
88 C -0.76
89 O -0.33
90 C -0.84
91 C -0.25
92 N -0.25
93 C -0.40
94 C -0.68
95 O -0.25
96 C -0.39
97 H 0.24
98 H 0.33
99 H 0.32

***

(4)
A molecular structure, C24H22BN4O6PtSe5, computed with wB97M-V/def2-TZVPD.

## Properties
HOMO (spin up / spin down): -4.618 / -4.891 eV
E_tot: -13749.65917 Eh
ΔE to the lowest compared entry with this formula, charge and spin: 0.0 kJ/mol
Kohn-Sham gap (spin up / spin down): 5.98 / 5.31 eV
LUMO (spin up / spin down): 1.36 / 0.42 eV
expectation value of S²: 6.0186

```
! wB97M-V def2-TZVPD RIJCOSX def2/J DEFGRID3
* xyz -1 5
Pt -0.302 -0.167 -0.051
Se 0.255 -0.369 2.289
Se 1.813 -1.953 2.485
Se 4.034 0.384 -0.107
Se 2.675 -1.089 -0.924
O 1.021 1.145 -2.551
C -0.077 0.690 -2.853
O -0.919 0.135 -2.059
C -0.542 0.779 -4.287
C 0.354 1.209 -5.260
C -0.039 1.297 -6.584
C -1.342 0.958 -6.908
C -2.257 0.532 -5.959
C -1.843 0.441 -4.641
N -1.774 1.056 -8.307
O -2.912 0.720 -8.579
O -0.948 1.380 -9.139
H 1.356 1.472 -4.952
H 0.639 1.622 -7.359
H -3.262 0.279 -6.259
H -2.520 0.105 -3.869
O -0.488 2.799 -0.537
B 0.290 1.773 0.019
O 1.436 2.321 0.606
C 1.392 3.661 0.340
C 2.302 4.639 0.670
C 1.998 5.941 0.271
C 0.829 6.230 -0.423
C -0.087 5.230 -0.750
C 0.222 3.949 -0.354
H 3.209 4.399 1.209
H 2.687 6.742 0.507
H 0.625 7.251 -0.719
H -0.999 5.442 -1.293
N -2.498 0.410 0.473
C -3.460 -0.134 0.134
N -4.540 -0.761 -0.265
C -4.548 -1.407 -1.587
C -4.728 -2.912 -1.444
C -5.882 -3.279 -0.484
C -6.581 -2.044 0.083
C -5.577 -1.096 0.718
H -3.591 -1.185 -2.056
H -5.342 -0.960 -2.192
H -3.781 -3.319 -1.082
H -4.896 -3.332 -2.437
H -5.487 -3.865 0.349
H -6.616 -3.911 -0.984
H -7.311 -2.331 0.841
H -7.134 -1.520 -0.700
H -5.113 -1.572 1.587
H -6.066 -0.179 1.057
Se -1.077 -2.594 -0.676
C -0.747 -3.811 0.752
C -1.710 -4.074 1.723
C -1.443 -5.002 2.717
N -0.301 -5.680 2.816
C 0.624 -5.414 1.894
C 0.455 -4.505 0.861
H -2.658 -3.550 1.708
H -2.190 -5.211 3.478
H 1.559 -5.957 1.987
H 1.253 -4.332 0.151
*
```

Just the Mulliken charges please, in e? Sure, here they are:
1 Pt 1.46
2 Se -0.24
3 Se -0.29
4 Se -0.13
5 Se 0.01
6 O -0.66
7 C 0.44
8 O -0.90
9 C 0.03
10 C -0.26
11 C -0.56
12 C 0.07
13 C -0.42
14 C -0.24
15 N 1.00
16 O -0.62
17 O -0.62
18 H 0.51
19 H 0.48
20 H 0.48
21 H 0.40
22 O -0.26
23 B 0.17
24 O -0.32
25 C 0.86
26 C -1.17
27 C -0.43
28 C -0.49
29 C -1.07
30 C 0.67
31 H 0.48
32 H 0.37
33 H 0.37
34 H 0.47
35 N -0.61
36 C 0.37
37 N 0.17
38 C -0.17
39 C -0.09
40 C -0.69
41 C -0.75
42 C -0.65
43 H -0.21
44 H 0.32
45 H -0.21
46 H 0.42
47 H 0.33
48 H 0.28
49 H 0.39
50 H 0.31
51 H 0.39
52 H 0.38
53 Se -0.37
54 C 0.36
55 C -0.22
56 C -0.40
57 N -0.64
58 C -0.23
59 C -0.47
60 H 0.41
61 H 0.33
62 H 0.34
63 H 0.32

***

Number 1: molecular weight 1110.21 g/mol. Number 2: molecular weight 153.02 g/mol. Number 3: molecular weight 993.47 g/mol. Number 4: molecular weight 1063.15 g/mol.